No. 1
DFT (wB97M-V/def2-TZVPD) results for an isolated molecule of C3H6N2OS2 in a non-equilibrium geometry.

Last columns: bonded neighbours and bond lengths (Å).
Element x y z (Å)
1 S -1.682 1.357 -2.064  N4 1.722, H11 1.344
2 S 1.675 -0.370 1.679  N5 1.687, C6 1.880
3 O -0.641 -0.752 -0.295  C7 1.419, C8 1.348
4 N -0.230 1.362 -1.139  S1 1.722, C8 1.385, H14 1.002
5 N 1.004 0.726 0.587  S2 1.687, C8 1.267
6 C 0.266 -1.611 1.784  S2 1.880, C7 1.509, H9 1.103, H12 1.089
7 C -0.186 -1.915 0.377  O3 1.419, C6 1.509, H10 1.105, H13 1.082
8 C 0.081 0.384 -0.209  O3 1.348, N4 1.385, N5 1.267
9 H -0.488 -1.164 2.454  C6 1.103
10 H -1.051 -2.601 0.327  C7 1.105
11 H -1.090 0.814 -3.142  S1 1.344
12 H 0.668 -2.537 2.192  C6 1.089
13 H 0.643 -2.336 -0.177  C7 1.082
14 H 0.167 2.271 -0.993  N4 1.002

Properties
**SMILES**: SNC1=NSCCO1
**HOMO level**: -7.86 eV
**Total charge**: 0
**F_max**: 2.05 eV/Å
**Gap between HOMO and LUMO**: 8.608 eV
**2S+1**: 1
**E_LUMO**: 0.7 eV
**Energy relative to the best compared isomer or geometry (same formula, charge and spin)**: 46.1 kcal/mol

No. 2
DFT (wB97M-V/def2-TZVPD) results for an isolated molecule of C3H6N2S in a non-equilibrium geometry.

Last columns: bonded neighbours and bond lengths (Å).
Element x y z (Å)
1 S -1.692 -0.898 0.265  C6 1.580
2 N 0.812 0.971 1.523  C4 1.483, H8 1.161, H9 0.999
3 N 0.094 0.284 -1.359  C5 1.415, C6 1.438, H12 1.082
4 C 1.230 0.022 0.461  N2 1.483, C5 1.532, C6 1.691, H7 1.146
5 C 1.398 0.633 -0.934  N3 1.415, C4 1.532, H10 1.173, H11 1.200
6 C -0.235 -0.504 -0.202  S1 1.580, N3 1.438, C4 1.691
7 H 1.828 -0.888 0.818  C4 1.146
8 H -0.120 1.458 1.031  N2 1.161
9 H 1.510 1.628 1.803  N2 0.999
10 H 1.969 0.206 -1.866  C5 1.173
11 H 1.465 1.817 -0.754  C5 1.200
12 H -0.292 0.442 -2.357  N3 1.082

Properties
**SMILES**: N[C@@H]1CNC1=S
**HOMO level**: -8.49 eV
**Total charge**: 0
**F_max**: 4.44 eV/Å
**Gap between HOMO and LUMO**: 9.041 eV
**2S+1**: 1
**E_LUMO**: 0.6 eV
**Energy relative to the best compared isomer or geometry (same formula, charge and spin)**: 78.3 kcal/mol

No. 3
DFT (wB97M-V/def2-TZVPD) results for a cluster of 2 separate species, C3H6N2S in total in a non-equilibrium geometry.

Last columns: bonded neighbours and bond lengths (Å).
Element x y z (Å)
1 S -2.599 -0.573 -0.324  N2 1.912, C5 1.773
2 N -0.943 -1.409 0.138  S1 1.912, N3 1.138, H8 1.053
3 N -0.019 -0.772 0.330  N2 1.138
4 C 3.228 0.041 -0.709  C6 1.203, H12 1.099
5 C -2.062 1.083 0.012  S1 1.773, H9 1.093, H10 1.076, H11 1.210
6 C 2.902 -0.044 0.446  C4 1.203, H7 1.142
7 H 2.620 -0.270 1.529  C6 1.142
8 H -0.985 -2.454 0.261  N2 1.053
9 H -2.142 1.407 1.052  C5 1.093
10 H -2.611 1.734 -0.648  C5 1.076
11 H -0.903 1.026 -0.333  C5 1.210
12 H 3.514 0.231 -1.753  C4 1.099

Properties
**HOMO level**: -8.45 eV
**Total charge**: 0
**F_max**: 3.57 eV/Å
**Gap between HOMO and LUMO**: 8.924 eV
**2S+1**: 1
**E_LUMO**: 0.5 eV
**Energy relative to the best compared isomer or geometry (same formula, charge and spin)**: 131.3 kcal/mol

What is the formula in the third record?
C3H6N2S

The highest E_LUMO belongs to which entry?
C3H6N2OS2